{
  "formula": "C13H27InNO6",
  "method": "ωB97M-V with the def2-TZVPD basis set",
  "symbols": ["N", "C", "In", "O", "C", "C", "C", "C", "O", "H", "H", "H", "H", "H", "H", "H", "H", "H", "H", "H", "H", "H", "H", "H", "O", "C", "O", "C", "C", "C", "H", "H", "H", "H", "H", "H", "O", "C", "O", "C", "C", "C", "H", "H", "H", "H", "H", "H"],
  "xyz": [[-1.823164, 2.472434, 4.534340], [-1.075300, 3.759553, 4.736438], [1.112528, 3.481733, 5.263170], [2.394351, 4.762660, 4.231723], [1.647112, 1.296675, 5.131358], [2.254570, 0.822949, 3.773343], [1.207413, 0.688587, 2.613355], [1.593374, 1.687061, 1.472673], [1.107495, 2.987201, 1.798819], [-1.118360, 1.755337, 4.394724], [-2.338615, 2.511885, 3.661165], [-1.117443, 4.349225, 3.792763], [-1.620360, 4.361702, 5.495704], [1.260364, 3.937200, 7.017349], [2.595986, 4.448516, 3.354227], [2.428793, 1.121162, 5.902056], [0.780678, 0.679956, 5.455241], [2.700472, -0.181573, 3.939822], [3.032502, 1.540584, 3.461622], [0.163163, 0.810258, 2.934540], [1.345250, -0.317871, 2.168217], [1.097802, 1.366684, 0.534185], [2.683909, 1.700505, 1.352041], [0.160398, 2.973082, 1.694865], [-0.177266, -1.352060, -0.457928], [0.350407, -1.209208, -1.518491], [0.344310, -2.165194, -2.486608], [1.150816, -1.733541, -3.594731], [1.207442, -0.222849, -3.482060], [1.141158, -0.009260, -1.976792], [2.138064, -2.195855, -3.506705], [0.690068, -2.059072, -4.527202], [2.090324, 0.210060, -3.951439], [0.325939, 0.216136, -3.954285], [2.129686, -0.038788, -1.514726], [0.630230, 0.914385, -1.720404], [-2.293553, -1.034677, -4.778052], [-2.525621, -2.207256, -4.832145], [-2.868246, -2.845587, -5.980528], [-3.184822, -4.217135, -5.694669], [-2.484429, -4.521925, -4.384718], [-2.528192, -3.176212, -3.676641], [-4.271127, -4.314964, -5.618571], [-2.831696, -4.847082, -6.509924], [-2.951129, -5.331352, -3.824606], [-1.445802, -4.802100, -4.576719], [-3.449300, -3.046443, -3.105208], [-1.660179, -3.025524, -3.040585]],
  "forces_ev_per_a": [[0.6, 0.1, -0.1], [-0.3, 0.4, -0.4], [-0.4, 0.0, 0.7], [0.0, 0.0, 0.4], [0.5, 0.0, -0.2], [-1.2, -0.4, 0.8], [1.9, -0.1, -0.8], [-1.8, -0.8, 0.6], [1.1, 0.3, -0.3], [-0.2, -0.2, 0.1], [-0.1, 0.0, 0.1], [0.1, -0.1, 0.4], [0.4, -0.3, -0.3], [0.1, 0.0, -0.3], [-0.1, -0.2, -0.4], [-0.4, 0.2, -0.2], [0.4, 0.1, -0.4], [0.1, 0.5, -0.3], [-0.1, -0.4, 0.2], [0.3, 0.1, -0.1], [-0.4, 0.3, 0.2], [0.5, 0.0, 0.2], [-0.3, 0.3, 0.0], [-0.4, 0.0, 0.2], [-0.2, -0.3, -0.1], [0.1, 0.3, 0.7], [0.1, 0.0, -0.1], [0.1, 0.0, -0.3], [0.1, 0.3, -0.2], [-0.1, 0.1, -0.6], [0.0, 0.0, 0.0], [-0.1, -0.1, 0.1], [0.0, -0.1, 0.0], [0.0, -0.1, 0.0], [-0.1, 0.1, 0.1], [0.1, -0.1, 0.3], [0.1, 0.0, -0.4], [-0.1, 0.4, 0.5], [0.1, 0.0, -0.1], [-0.1, -0.3, -0.1], [0.0, -0.2, 0.2], [0.2, -0.5, -0.1], [0.0, 0.0, 0.0], [0.0, 0.2, -0.1], [0.0, 0.0, -0.1], [0.0, 0.0, 0.0], [0.1, 0.1, 0.0], [-0.2, 0.3, 0.1]],
  "mulliken_charge": [-0.6839, -0.7481, 0.9288, -0.8601, -1.4081, -0.2968, -0.1966, -0.3039, -0.5130, 0.2582, 0.2467, 0.2025, 0.2770, -0.3775, 0.2340, 0.3382, 0.3610, 0.3759, 0.2355, 0.1370, 0.2266, -0.1476, 0.3983, 0.3099, -0.5775, 0.5008, -0.3940, -0.4219, -0.6086, -0.2948, 0.2979, 0.3084, 0.3744, 0.2427, 0.2649, 0.2953, -0.5820, 0.5274, -0.3767, -0.4264, -0.6075, 0.0323, 0.2479, 0.3389, 0.3534, 0.2501, 0.3011, -0.0401],
  "homo_lumo_gap_ha": 0.2150,
  "total_charge": -1,
  "lumo_ev": 1.87,
  "homo_ha": -0.146,
  "max_force_ev_per_a": 2.08,
  "total_energy_ev": -32867.2142
}